Record 1
Density functional theory data (the ωB97M-V functional and the def2-TZVPD basis) for a molecular structure, C20H19CoN3O4.

Summary:
HOMO (alpha / beta): -11.54 / -11.64 eV
total charge: +1
ΔE to the lowest compared entry with this formula, charge and spin: 1.041 eV
E: -71328.5165 eV
spin multiplicity: 5
expectation value of S²: 6.088
LUMO (alpha / beta): -4.86 / -6.26 eV

```
47
Properties=species:S:1:pos:R:3:lowdin_spin:R:1
Co -1.25947 0.35942 0.49171 2.82
C -2.12707 0.47752 3.58941 0.01
O -1.13157 0.31062 2.58531 0.06
C 0.18313 0.23062 2.99291 0.06
C 0.64383 0.28612 4.29091 -0.01
C 2.01433 0.24062 4.53161 0.08
C 2.91763 0.11242 3.48361 0.00
C 2.47103 0.03872 2.18431 0.05
C 1.09253 0.10462 1.91591 0.02
N 0.55933 0.06632 0.65961 0.21
N 1.43103 0.06532 -0.32829 -0.08
C 1.17573 0.12222 -1.60969 0.14
C -0.18667 0.21472 -2.12049 0.06
O -1.18237 0.24702 -1.29039 0.21
C -0.38977 0.23802 -3.50739 0.01
C 0.65433 0.17812 -4.39369 0.00
C 1.99393 0.14412 -3.93719 0.02
C 3.07713 0.11512 -4.82989 0.00
C 4.37633 0.09672 -4.36669 0.05
C 4.63393 0.08142 -2.99569 -0.01
C 3.59073 0.08292 -2.09819 0.05
C 2.25923 0.12742 -2.54419 -0.01
H -2.15997 -0.41008 4.22821 0.00
H -3.07477 0.60732 3.07041 0.00
H -1.93297 1.37062 4.18661 0.00
H -0.02977 0.37642 5.12651 0.00
H 2.37783 0.32422 5.54351 0.00
H 3.97533 0.07752 3.68811 0.00
H 3.15133 -0.05438 1.35271 0.00
H -1.40847 0.31092 -3.85349 0.00
H 0.46553 0.16852 -5.45569 0.00
H 2.87403 0.10732 -5.88909 0.00
H 5.19783 0.09172 -5.06699 0.00
H 5.65093 0.06442 -2.63999 0.00
H 3.77103 0.04662 -1.03529 0.00
N -2.54917 -1.59818 0.40381 0.06
C -4.00447 -1.40668 0.50661 0.00
C -4.46107 -0.12718 -0.18689 0.00
C -4.04467 1.09692 0.67191 0.01
O -4.87917 1.73942 1.25731 0.03
O -2.77927 1.29352 0.71551 0.14
H -2.33097 -1.92348 -0.53749 0.00
H -2.25227 -2.32228 1.05281 0.00
H -4.28717 -1.37448 1.56241 0.00
H -4.52157 -2.25938 0.04841 0.00
H -5.54527 -0.10288 -0.28199 0.00
H -3.99987 -0.03678 -1.17149 0.00
```

---

Record 2
Density functional theory data (the ωB97M-V functional and the def2-TZVPD basis) for a molecular structure, C20H19F6N2O7P3ScTe.

Summary:
HOMO (alpha / beta): -8.35 / -8.35 eV
total charge: 0
ΔE to the lowest compared entry with this formula, charge and spin: 0.000 eV
E: -110540.9302 eV
spin multiplicity: 2
expectation value of S²: 0.754
LUMO (alpha / beta): -1.27 / -4.50 eV

```
59
Properties=species:S:1:pos:R:3:lowdin_spin:R:1
Sc -0.22059 1.21029 0.04027 0.00
O 1.91217 0.94507 3.81883 0.00
P 1.14928 1.92158 2.79253 0.00
O 0.48413 3.04345 3.44990 0.00
O 0.31791 0.95168 1.93840 0.00
O 2.31947 2.44142 1.81410 0.00
P 2.86717 2.04148 0.33423 0.00
O 3.96159 0.90270 0.64456 0.00
O 3.41931 3.21030 -0.33844 0.00
O 1.72833 1.25470 -0.33254 0.01
H 2.02741 1.38187 4.67073 0.00
H 4.84692 1.28346 0.65057 0.00
C 0.05720 -1.53744 -5.30690 0.00
C 0.10551 -1.84180 -3.95731 0.00
C 0.01028 -0.82214 -3.01882 0.01
C -0.12172 0.49686 -3.42583 0.00
C -0.16603 0.80367 -4.78074 0.00
C -0.07895 -0.21683 -5.71510 0.00
N -0.20560 1.50076 -2.39050 0.00
N -0.18668 2.68134 -2.80358 0.00
C -0.24281 3.68492 -1.80886 0.00
C -0.17123 4.98340 -2.30597 0.00
C -0.17824 6.04738 -1.41582 0.00
C -0.26098 5.78384 -0.05795 0.00
C -0.34538 4.48108 0.42308 0.00
C -0.33743 3.38536 -0.43965 0.01
H 0.12070 -2.32740 -6.04445 0.00
H 0.20835 -2.86981 -3.63281 0.00
H 0.04064 -1.05394 -1.96160 0.01
H -0.27205 1.83583 -5.08223 0.00
H -0.11987 0.01731 -6.77067 0.00
H -0.10010 5.12544 -3.37688 0.00
H -0.11207 7.06880 -1.76635 0.00
H -0.25249 6.61250 0.64118 0.00
H -0.39077 4.32275 1.49486 0.00
C 0.99093 -4.05178 0.71195 0.07
Te 1.39178 -1.97515 0.83205 0.75
C -0.04829 -1.96586 2.37943 0.07
C -0.17864 -3.40141 2.82417 0.00
C -0.81006 -3.71885 4.02109 0.00
C -0.93343 -5.04093 4.41191 0.00
C -0.42517 -6.05560 3.60902 0.00
C 0.20318 -5.74403 2.41576 0.00
C 0.32672 -4.41728 2.01985 0.00
H 1.92638 -4.58654 0.54860 0.01
H 0.33710 -4.23316 -0.14511 0.02
H -0.98053 -1.56191 1.97196 0.02
H 0.30269 -1.29087 3.15960 0.01
H -1.20154 -2.92593 4.64630 0.00
H -1.42001 -5.28185 5.34712 0.00
H -0.51382 -7.08827 3.91759 0.00
H 0.60403 -6.53242 1.78999 0.00
F -1.53115 -0.46328 -0.30936 0.01
P -3.15843 0.15233 -0.06750 0.00
F -3.18638 -0.71032 1.27059 0.00
F -2.35725 1.35720 0.77334 0.00
F -2.89507 1.02491 -1.38412 0.00
F -4.55141 0.81424 0.19927 0.00
F -3.70500 -1.05307 -0.92372 0.00
```

---

Record 3
Density functional theory data (the ωB97M-V functional and the def2-TZVPD basis) for C20H19FN4O4S in the gas phase.

Summary:
HOMO: -8.53 eV
total charge: 0
ΔE to the lowest compared entry with this formula, charge and spin: 0.067 eV
E: -48752.4039 eV
spin multiplicity: 1
LUMO: 0.36 eV
SMILES: O=C(CN(C(=O)CCC(=O)Nc1nccs1)c1ccc(F)cc1)NCc1ccco1

```
49
Properties=species:S:1:pos:R:3:nbo_charge:R:1
O -4.03409 1.11716 0.23877 -0.63
C -3.01267 0.47507 0.36911 0.67
C -2.17544 0.55513 1.64947 -0.31
N -0.76514 0.77202 1.38430 -0.46
C 0.14350 -0.11867 1.83915 0.70
O -0.18048 -1.13546 2.42562 -0.64
C 1.61042 0.19744 1.57691 -0.49
C 2.08714 -0.52862 0.29939 -0.51
C 1.14547 -1.66843 -0.01541 0.72
O 0.17409 -1.50583 -0.73239 -0.64
N 1.36581 -2.90169 0.51377 -0.61
C 2.27085 -3.42173 1.39940 0.25
N 2.22608 -4.67311 1.70780 -0.47
C 3.18846 -5.01301 2.59429 -0.03
C 4.00603 -4.00505 2.98415 -0.46
S 3.55275 -2.53504 2.20748 0.36
C -0.45037 1.93960 0.63728 0.11
C -0.54416 3.18816 1.24221 -0.19
C -0.27711 4.33374 0.51666 -0.27
C 0.08128 4.21035 -0.81432 0.38
F 0.34896 5.32336 -1.52383 -0.32
C 0.17405 2.97901 -1.43698 -0.23
C -0.10289 1.83910 -0.70525 -0.22
N -2.54076 -0.38377 -0.54971 -0.62
C -3.16873 -0.51878 -1.85087 -0.28
C -2.47221 0.30368 -2.88560 0.26
C -2.49908 1.64575 -3.13084 -0.31
C -1.60348 1.86855 -4.20491 -0.32
C -1.09793 0.64746 -4.52695 0.08
O -1.61526 -0.30397 -3.73355 -0.40
H -2.25777 -0.38564 2.20211 0.26
H -2.57921 1.36915 2.25905 0.22
H 2.16358 -0.17660 2.43920 0.24
H 1.77457 1.27010 1.48606 0.24
H 3.11331 -0.87486 0.41124 0.23
H 2.04142 0.15903 -0.54651 0.25
H 0.65482 -3.58459 0.26179 0.43
H 3.24652 -6.03268 2.92691 0.22
H 4.83250 -4.02397 3.66365 0.24
H -0.82243 3.25946 2.28246 0.22
H -0.34508 5.31132 0.96631 0.23
H 0.44233 2.92045 -2.47952 0.23
H -0.06138 0.86969 -1.17609 0.25
H -1.63927 -0.83042 -0.43341 0.43
H -3.14651 -1.56944 -2.14732 0.22
H -4.20064 -0.17546 -1.73950 0.25
H -3.08523 2.37382 -2.60936 0.24
H -1.37777 2.80520 -4.67245 0.23
H -0.39668 0.33496 -5.27525 0.20
```

---

Record 4
Density functional theory data (the ωB97M-V functional and the def2-TZVPD basis) for a molecular structure, C20H19IrN7O3S2SbSe4.

Summary:
HOMO (alpha / beta): -4.54 / -4.54 eV
total charge: -1
ΔE to the lowest compared entry with this formula, charge and spin: 0.000 eV
E: -330057.2797 eV
spin multiplicity: 2
expectation value of S²: 0.761
LUMO (alpha / beta): 2.18 / 0.94 eV

```
57
Properties=species:S:1:pos:R:3:lowdin_spin:R:1
Ir 0.18764 -0.52389 -0.21618 0.59
Se -3.34537 3.33605 -0.70074 0.02
Sb -1.97977 1.78285 -1.90088 0.00
Se 0.39304 1.81825 -0.97177 -0.01
Se -2.15554 -0.56734 -0.91640 -0.01
Se -1.88582 1.75781 -4.29858 0.00
O 2.00230 0.41540 0.91424 0.06
N 3.17276 -0.15489 1.14001 0.00
C 4.11386 0.60291 1.74586 0.00
C 5.34614 0.09462 2.04657 0.00
C 5.61650 -1.23721 1.71049 0.00
C 4.65683 -1.98200 1.07875 0.01
C 3.40006 -1.43171 0.75605 0.03
S 2.17969 -2.26491 -0.07961 0.23
H 3.78599 1.60834 1.95937 0.00
H 6.07553 0.72469 2.53319 0.00
H 6.57551 -1.67822 1.94815 0.00
H 4.82725 -3.01342 0.80568 0.00
N -6.61236 -4.36590 2.06285 0.00
C -5.23451 -4.18561 2.02139 0.00
C -4.52387 -3.88484 3.18411 0.00
C -3.15910 -3.66744 3.13645 0.00
C -2.48513 -3.75239 1.92622 0.00
C -3.18298 -4.05258 0.76395 0.00
C -4.54756 -4.26227 0.80838 0.00
S -0.74328 -3.47887 1.85165 0.00
O -0.24919 -4.25021 0.74174 0.00
O -0.21451 -3.69731 3.16903 0.00
N -0.58201 -1.92880 1.40122 0.03
C -0.97527 -0.88014 2.16169 0.00
N -1.65581 -0.91016 3.29873 0.00
C -2.00900 0.27908 3.78157 0.01
C -1.71073 1.48305 3.16841 0.00
C -0.97988 1.43498 1.99391 0.00
N -0.59570 0.26206 1.51497 0.00
H -7.00278 -4.60673 2.95717 0.00
H -7.02055 -4.86624 1.29252 0.00
H -5.05119 -3.81124 4.12868 0.00
H -2.60287 -3.42689 4.03065 0.00
H -2.65188 -4.12398 -0.17642 0.00
H -5.09208 -4.47919 -0.10329 0.00
H -2.57762 0.26305 4.70616 0.00
H -2.05075 2.42729 3.56382 0.00
H -0.70566 2.31507 1.43093 0.00
N 1.61104 0.18692 -3.37402 0.00
C 1.07386 -1.03776 -3.27209 0.00
C 1.21880 -1.92030 -4.37624 0.00
C 0.75143 -3.19439 -4.31669 0.00
C 0.11661 -3.62546 -3.14410 0.00
C -0.00788 -2.72935 -2.12751 0.00
N 0.43680 -1.44016 -2.15696 0.00
H 1.81443 0.51151 -4.30198 0.00
H 1.36669 0.89664 -2.68958 0.00
H 1.72477 -1.54463 -5.25566 0.00
H 0.87920 -3.86219 -5.15947 0.00
H -0.26647 -4.62757 -3.02516 0.00
H -0.48112 -3.02526 -1.20216 0.00
```